1.
ORCA calculation (wB97M-V/def2-TZVPD) on one molecule with the formula C24H24N4O4S.

## Properties
LUMO = 0.5 eV
SMILES string = COc1ccccc1-n1c(SCC(=O)NC[C@H]2CCCO2)nc2c([nH]c3ccccc32)c1=O
2S+1 = 1

Each line ends with the natural charge from an NBO analysis.
Atoms and positions in Å:
C  -2.8262  -0.9601  1.5412  -0.27
O  -1.7113  -1.4774  0.8454  -0.51
C  -1.7885  -2.7484  0.3618  0.29
C  -2.8931  -3.5822  0.4774  -0.29
C  -2.8633  -4.8607  -0.0544  -0.17
C  -1.7408  -5.3306  -0.7087  -0.24
C  -0.6320  -4.5118  -0.8327  -0.17
C  -0.6554  -3.2324  -0.3111  0.14
N  0.5012  -2.4056  -0.3968  -0.47
C  0.4684  -1.2610  -1.1359  0.32
S  -0.9790  -0.9602  -2.0861  0.27
C  -0.5370  0.6870  -2.7039  -0.61
C  -0.1037  1.6757  -1.6226  0.71
O  0.6418  2.5919  -1.8923  -0.64
N  -0.6857  1.5039  -0.4226  -0.65
C  -0.3402  2.2958  0.7303  -0.25
C  -1.5306  3.1495  1.1990  0.10
C  -1.9631  4.1838  0.1459  -0.44
C  -3.4867  4.0712  0.1433  -0.43
C  -3.6785  2.6049  0.5197  -0.06
O  -2.6629  2.3227  1.4636  -0.55
N  1.4039  -0.3796  -1.2052  -0.53
C  2.5073  -0.6284  -0.4632  0.22
C  2.6549  -1.7909  0.2926  -0.03
N  3.8728  -1.7729  0.9191  -0.52
C  4.5164  -0.6131  0.5883  0.24
C  5.7656  -0.1410  0.9746  -0.27
C  6.1633  1.0864  0.4890  -0.19
C  5.3468  1.8424  -0.3588  -0.25
C  4.1089  1.3871  -0.7524  -0.16
C  3.6891  0.1449  -0.2810  -0.16
C  1.6226  -2.7787  0.3793  0.63
O  1.6318  -3.8093  1.0247  -0.61
H  -3.0273  -1.5360  2.4487  0.18
H  -2.5707  0.0649  1.8101  0.23
H  -3.7180  -0.9527  0.9070  0.18
H  -3.7792  -3.2473  0.9920  0.22
H  -3.7316  -5.4932  0.0528  0.22
H  -1.7223  -6.3290  -1.1160  0.22
H  0.2619  -4.8596  -1.3261  0.23
H  -1.4297  1.0599  -3.2092  0.25
H  0.2725  0.5918  -3.4264  0.26
H  -1.2597  0.6896  -0.2575  0.42
H  -0.0251  1.6345  1.5431  0.20
H  0.4895  2.9480  0.4484  0.24
H  -1.2569  3.6292  2.1476  0.18
H  -1.6152  5.1825  0.3972  0.22
H  -1.5557  3.9093  -0.8270  0.22
H  -3.9321  4.3171  -0.8174  0.22
H  -3.9189  4.7115  0.9129  0.20
H  -4.6380  2.3926  0.9946  0.19
H  -3.5661  1.9624  -0.3662  0.16
H  4.2132  -2.5023  1.5227  0.43
H  6.3982  -0.7171  1.6332  0.21
H  7.1292  1.4781  0.7723  0.21
H  5.7014  2.8011  -0.7063  0.21
H  3.4635  1.9617  -1.3982  0.24

Forces on atoms 1 to 3 (eV/Å):
-0.2 0.1 0.2
0.3 -0.5 -0.1
0.2 0.0 0.0



2.
ORCA calculation (wB97M-V/def2-TZVPD) on C24H24N9NiO3S as an isolated structure.

## Properties
LUMO (spin up / spin down) = 2.6 / 2.6 eV
Net charge = -1
⟨S²⟩ = 2.01
2S+1 = 3

Each line ends with the Mulliken spin population.
Atoms and positions in Å:
Ni  0.3283  0.0188  -0.7360  1.72
N  4.3848  -2.3081  0.4259  0.00
C  3.8946  -1.2597  -0.3873  0.01
S  4.8517  0.1081  -0.6634  0.00
N  2.7267  -1.6387  -0.9647  0.00
N  2.0120  -0.8797  -1.7327  0.04
C  1.9444  -0.8329  -3.0450  0.01
C  0.6293  -0.3974  -3.5259  0.00
C  0.2359  -0.3411  -4.8634  0.00
C  -1.0172  0.1222  -5.2308  -0.01
C  -1.9452  0.4173  -4.1808  0.01
C  -1.5378  0.1760  -2.8549  0.00
N  -0.3067  -0.2057  -2.5230  0.07
H  4.8864  -1.9928  1.2282  0.00
H  3.6616  -3.0032  0.5950  0.00
H  2.6982  -1.2588  -3.7371  0.00
H  0.9874  -0.5975  -5.6051  0.00
H  -1.2699  0.2726  -6.2538  0.00
H  -2.9940  0.7035  -4.3029  0.00
H  -2.2761  0.2739  -1.9919  0.00
C  -0.2317  -5.2515  -0.2355  0.00
N  0.3048  -4.0531  0.3776  0.00
C  1.1582  -4.1243  1.4072  0.00
C  1.5347  -2.9900  2.0656  0.01
C  1.0270  -1.6949  1.6241  -0.02
O  1.2749  -0.6666  2.2445  0.00
N  0.3791  -1.6746  0.4454  0.06
C  -0.2421  -2.8148  -0.0491  -0.01
O  -1.0446  -2.8077  -0.9840  0.00
H  -0.0954  -6.1615  0.3454  0.00
H  0.3354  -5.4760  -1.1521  0.00
H  -1.2653  -5.0385  -0.5360  0.00
H  1.4354  -5.1201  1.7190  0.00
H  2.1332  -2.9298  2.9676  0.00
C  -1.3160  0.2275  0.1538  0.09
C  -2.3663  0.4028  0.7720  0.01
C  -3.4818  0.5725  1.6568  0.01
C  -4.3283  1.7247  1.6472  0.00
C  -5.0815  2.0465  2.7757  0.00
C  -5.1386  1.1279  3.8539  0.00
C  -4.3396  -0.0073  3.8287  0.00
C  -3.5400  -0.3339  2.7459  0.00
H  -4.5513  2.2522  0.6947  0.00
H  -5.5221  3.0287  2.8322  0.00
H  -5.7524  1.3221  4.7165  0.00
H  -4.2802  -0.6395  4.7164  0.00
H  -2.9803  -1.2244  2.5799  0.00
C  2.1983  4.7031  1.5733  0.00
N  1.6258  3.8869  0.5669  0.00
C  1.7151  4.2515  -0.8503  0.00
C  1.1054  3.0054  -1.4680  0.01
O  0.7706  2.8557  -2.6493  0.00
N  0.9059  2.0282  -0.4954  0.02
C  1.2580  2.5875  0.7203  -0.02
N  1.1479  1.9271  1.8409  0.00
H  3.0597  4.2729  2.1094  0.00
H  1.3585  4.9058  2.3180  0.00
H  2.4196  5.6354  1.0980  0.00
H  2.7978  4.4667  -1.0042  0.00
H  1.1147  5.1714  -1.1005  0.00
H  1.0736  0.8745  1.7750  0.01
H  1.5295  2.3546  2.7023  0.00

Forces on atoms 1 to 3 (eV/Å):
1.1 -0.5 1.0
-0.6 0.2 -0.8
-1.6 -1.9 -0.9



3.
ORCA calculation (wB97M-V/def2-TZVPD) on C24H25BN6Pt as an isolated structure.

## Properties
LUMO = 0.3 eV
2S+1 = 1

Each line ends with the natural charge from an NBO analysis.
Atoms and positions in Å:
Pt  0.3650  0.1375  -0.4537  0.83
B  2.9605  2.5894  -0.9148  0.18
N  3.2610  1.0784  -0.9976  -0.29
C  4.5120  0.5868  -0.9840  -0.02
C  4.4674  -0.7521  -1.3089  -0.36
C  3.1087  -1.0021  -1.5091  -0.07
N  2.3968  0.1116  -1.3293  -0.34
N  1.4942  2.9218  -0.4446  -0.25
C  1.1701  4.1720  -0.1140  0.00
C  -0.1790  4.2362  0.1820  -0.34
C  -0.6195  2.9368  0.0057  -0.04
N  0.3936  2.1473  -0.3837  -0.30
H  3.7088  3.0494  -0.0866  -0.05
H  3.1308  3.0927  -2.0024  -0.05
H  5.3406  1.2358  -0.7571  0.22
H  5.2902  -1.4406  -1.3853  0.23
H  2.6109  -1.9172  -1.7845  0.20
H  1.9300  4.9349  -0.1211  0.23
H  -0.7507  5.0932  0.4886  0.23
H  -1.6052  2.5477  0.1760  0.20
N  -2.2143  0.2630  -0.6348  -0.88
C  -3.0293  0.1320  0.5383  0.20
C  -4.3686  -0.2102  0.3366  -0.25
C  -5.2337  -0.4416  1.3866  -0.21
C  -4.7461  -0.3361  2.6782  -0.22
C  -3.4235  0.0050  2.8829  -0.18
C  -2.5139  0.2731  1.8439  -0.10
C  -1.1070  0.6175  2.2805  -0.02
C  -0.9872  1.2745  3.5133  -0.23
C  0.2378  1.4583  4.1293  -0.24
C  1.3796  0.9541  3.5293  -0.20
C  1.2859  0.3580  2.2811  -0.28
C  0.0667  0.2202  1.6046  -0.30
H  -2.6365  -0.2678  -1.3903  0.37
H  -2.1620  1.2148  -0.9742  0.38
H  -4.7255  -0.2957  -0.6838  0.20
H  -6.2656  -0.7067  1.1970  0.21
H  -5.3863  -0.5368  3.5273  0.21
H  -3.0551  0.0298  3.8980  0.22
H  -1.8726  1.6683  3.9964  0.21
H  0.2940  1.9865  5.0726  0.21
H  2.3448  1.0627  4.0093  0.21
H  2.1976  0.0289  1.7925  0.21
N  0.1183  -1.9316  -0.3855  -0.78
C  0.1652  -2.6779  -1.6191  0.12
C  0.8160  -3.9016  -1.6584  -0.24
C  0.9010  -4.6010  -2.8526  -0.19
C  0.3243  -4.0856  -4.0043  -0.21
C  -0.3243  -2.8600  -3.9568  -0.20
C  -0.3953  -2.1472  -2.7696  -0.19
H  0.7013  -2.3475  0.3332  0.41
H  -0.8274  -1.8613  -0.0132  0.43
H  1.2570  -4.3082  -0.7553  0.22
H  1.4161  -5.5520  -2.8780  0.22
H  0.3880  -4.6322  -4.9355  0.22
H  -0.7595  -2.4416  -4.8546  0.22
H  -0.8461  -1.1634  -2.7406  0.22

Forces on atoms 1 to 3 (eV/Å):
1.6 0.0 1.0
0.0 0.1 -0.1
0.1 -0.1 0.1



4.
ORCA calculation (wB97M-V/def2-TZVPD) on C24H25BrN4O5Pt as an isolated structure.

## Properties
LUMO = -0.5 eV
2S+1 = 1

Each line ends with the natural charge from an NBO analysis.
Atoms and positions in Å:
Pt  0.0662  -0.6110  0.4358  0.86
O  -5.0150  -2.2138  -0.3658  -0.71
C  -5.0159  -0.8683  -0.6688  0.37
C  -6.0924  -0.2549  -1.2864  -0.32
C  -6.0179  1.0983  -1.5885  -0.19
C  -4.8790  1.8229  -1.2781  -0.24
C  -3.8080  1.1962  -0.6543  -0.15
C  -3.8678  -0.1526  -0.3427  -0.15
C  -2.7211  -0.8517  0.3565  0.24
O  -1.7493  0.0735  0.7020  -0.72
N  -2.1824  -1.9007  -0.5694  -0.42
N  -0.8461  -2.0952  -0.4973  -0.20
C  -0.2677  -3.1761  -0.8777  -0.03
C  1.1834  -3.3168  -0.7956  -0.11
Br  2.1554  -1.6618  -0.6836  0.21
C  1.7979  -4.4979  -0.8631  -0.19
C  3.2322  -4.8064  -0.7614  -0.01
C  4.0423  -4.2320  0.2189  -0.22
C  5.3848  -4.5675  0.2939  -0.19
C  5.9306  -5.4754  -0.6014  -0.20
C  5.1263  -6.0668  -1.5650  -0.21
C  3.7818  -5.7434  -1.6363  -0.21
H  -5.8808  -2.5840  -0.5644  0.49
H  -6.9783  -0.8298  -1.5334  0.21
H  -6.8573  1.5819  -2.0711  0.21
H  -4.8233  2.8762  -1.5167  0.22
H  -2.9106  1.7396  -0.3880  0.26
H  -3.1100  -1.3749  1.2441  0.15
H  -2.7399  -2.7400  -0.6733  0.39
H  -0.8536  -4.0158  -1.2385  0.20
H  1.1383  -5.3463  -1.0264  0.22
H  3.6152  -3.5454  0.9369  0.23
H  6.0040  -4.1223  1.0613  0.22
H  6.9800  -5.7318  -0.5405  0.22
H  5.5446  -6.7847  -2.2578  0.22
H  3.1513  -6.2106  -2.3831  0.21
C  3.0064  3.9491  1.1152  -0.62
C  1.7932  4.3096  1.9606  -0.38
C  1.1322  3.0907  2.6218  -0.27
C  -0.0980  3.5464  3.4408  -0.36
C  -0.8593  2.4073  4.1053  -0.63
C  2.1228  2.4736  3.5867  0.72
O  2.6997  3.1177  4.4350  -0.60
N  2.3320  1.1218  3.4720  -0.66
C  1.7490  0.2680  2.5465  0.79
O  1.9964  -0.9257  2.5809  -0.65
N  0.9178  0.8089  1.6058  -0.71
C  0.6197  2.1461  1.5361  0.71
O  -0.0730  2.5918  0.6444  -0.60
H  3.4293  4.8374  0.6457  0.22
H  2.7389  3.2531  0.3173  0.21
H  3.7940  3.4954  1.7210  0.20
H  1.0327  4.7925  1.3469  0.23
H  2.0765  4.9980  2.7579  0.22
H  -0.7498  4.0809  2.7480  0.22
H  0.2591  4.2586  4.1871  0.22
H  -1.2314  1.6900  3.3704  0.22
H  -1.7201  2.7959  4.6499  0.22
H  -0.2367  1.8689  4.8236  0.20
H  2.9619  0.6912  4.1337  0.43

Forces on atoms 1 to 3 (eV/Å):
0.5 0.2 -0.5
0.0 0.0 0.0
0.1 0.0 0.0



5.
ORCA calculation (wB97M-V/def2-TZVPD) on C24H25CoI2N8OS as an isolated structure.

## Properties
LUMO (spin up / spin down) = -3.1 / -3.1 eV
Net charge = +1
⟨S²⟩ = 0.76
2S+1 = 2

Each line ends with the Mulliken spin population.
Atoms and positions in Å:
Co  0.8311  -0.4319  0.5809  0.94
C  -3.1475  -1.1685  -1.1598  0.00
C  -1.7186  -0.8673  -0.8206  0.00
N  -1.2150  -0.8713  0.3540  0.02
N  -1.9721  -1.0946  1.4496  0.00
C  -1.4095  -0.9814  2.6889  -0.01
N  -2.2880  -1.0767  3.6943  0.00
S  0.2200  -0.7636  2.9700  0.05
C  -0.7433  -0.5687  -1.9094  0.01
C  -1.1177  -0.5224  -3.2424  0.00
C  -0.1800  -0.1441  -4.1941  0.00
C  1.0969  0.1809  -3.7834  0.00
C  1.3980  0.0773  -2.4327  0.00
N  0.5132  -0.3067  -1.5216  0.03
H  -3.8243  -0.9874  -0.3290  0.00
H  -3.2506  -2.2080  -1.4795  0.00
H  -3.4903  -0.5436  -1.9829  0.00
H  -2.9686  -0.9529  1.3612  0.00
H  -3.2830  -1.1002  3.5435  0.00
H  -1.9488  -0.9385  4.6306  0.00
H  -2.1260  -0.7645  -3.5444  0.00
H  -0.4554  -0.0921  -5.2388  0.00
H  1.8529  0.5092  -4.4823  0.00
H  2.3863  0.3347  -2.0689  0.00
I  4.7095  4.9941  -2.3087  0.00
C  3.3376  3.8155  -1.2721  0.00
C  1.9766  4.0231  -1.4416  0.00
C  1.0709  3.2213  -0.7664  0.00
I  -0.9715  3.6060  -0.9547  0.00
C  1.4815  2.1906  0.0979  0.00
O  0.6161  1.4269  0.7157  -0.03
C  2.8743  2.0394  0.2836  0.00
C  3.3328  0.9945  1.2559  0.01
N  2.8945  -0.3259  0.7672  0.02
C  3.2761  -1.4743  1.5878  -0.01
C  2.5164  -2.6802  1.0993  0.00
C  2.9982  -3.9701  1.2482  0.00
C  2.2360  -5.0307  0.7916  0.00
C  1.0198  -4.7670  0.1807  0.00
C  0.6106  -3.4534  0.0639  -0.01
N  1.3324  -2.4277  0.5204  -0.02
C  3.7814  2.8343  -0.4002  0.00
H  1.6206  4.8059  -2.0973  0.00
H  2.8644  1.1468  2.2319  0.00
H  4.4188  1.0302  1.3807  0.00
H  3.2731  -0.4528  -0.1686  0.00
H  2.9848  -1.2653  2.6210  0.00
H  4.3535  -1.6618  1.5820  0.00
H  3.9607  -4.1317  1.7146  0.00
H  2.5895  -6.0473  0.9006  0.00
H  0.3970  -5.5621  -0.2031  0.00
H  -0.3285  -3.2057  -0.4117  0.00
H  4.8437  2.6926  -0.2387  0.00
N  -4.4385  2.0698  -0.1323  0.00
C  -4.9957  3.2458  0.2230  0.00
C  -5.2113  3.1831  1.5765  0.00
C  -4.7282  1.9159  1.9493  0.00
N  -4.2550  1.2428  0.9104  0.00
H  -4.0479  1.8308  -1.0255  0.00
H  -5.1945  4.0192  -0.5000  0.00
H  -5.6531  3.9371  2.2032  0.00
H  -4.7062  1.4732  2.9324  0.00

Forces on atoms 1 to 3 (eV/Å):
0.5 -1.0 0.1
0.0 0.1 0.1
0.0 -0.1 0.0



6.
ORCA calculation (wB97M-V/def2-TZVPD) on C24H25F2NO3PdSe2 as an isolated structure.

## Properties
LUMO (spin up / spin down) = -9.1 / -9.1 eV
Net charge = +2
2S+1 = 1

Each line ends with the natural charge from an NBO analysis.
Atoms and positions in Å:
Pd  1.9235  -1.1621  0.2026  0.88
C  6.3077  -1.5751  1.2802  -0.75
Se  4.7355  -1.0188  0.2648  0.46
C  4.8586  -2.4445  -1.0642  -0.58
C  4.4063  -3.7523  -0.4639  -0.62
Se  2.5681  -3.6462  0.1599  0.78
C  1.7068  -4.3103  -1.4401  -0.78
H  7.1320  -1.3752  0.6003  0.26
H  6.2616  -2.6202  1.5690  0.24
H  6.3775  -0.9466  2.1628  0.26
H  5.8932  -2.5234  -1.3987  0.26
H  4.2541  -2.1181  -1.9099  0.24
H  4.9849  -4.0185  0.4200  0.25
H  4.4857  -4.5725  -1.1782  0.27
H  2.2789  -5.1822  -1.7534  0.25
H  1.6970  -3.5514  -2.2175  0.25
H  0.6943  -4.5826  -1.1611  0.29
C  -5.5640  -0.9029  -1.0614  -0.63
C  -5.1171  0.1823  -0.0959  -0.03
C  -5.5258  1.5627  -0.5783  -0.41
C  -5.1021  2.6218  0.4227  -0.43
C  -3.6201  2.5521  0.6498  0.01
C  -2.8950  3.6743  0.9709  -0.20
C  -1.5214  3.5909  1.2040  0.42
F  -0.8610  4.7092  1.4948  -0.29
C  -0.8464  2.4088  1.1391  -0.26
C  -1.5590  1.2536  0.7878  -0.05
C  -0.8753  -0.0095  0.6885  0.49
O  0.3560  -0.0739  1.0581  -0.67
C  -1.5966  -1.0954  0.2180  -0.34
C  -2.9557  -0.9705  -0.0278  0.19
N  -3.6215  0.1587  0.1306  -0.28
C  -2.9401  1.3203  0.5260  0.16
C  -0.9450  -2.3769  -0.0455  0.79
O  -1.5053  -3.3875  -0.3884  -0.53
O  0.3901  -2.4533  0.1098  -0.74
H  -6.6092  -0.7198  -1.3055  0.25
H  -5.5104  -1.9067  -0.6418  0.23
H  -4.9925  -0.8687  -1.9913  0.23
H  -5.5667  0.0044  0.8842  0.22
H  -6.6068  1.5713  -0.7074  0.25
H  -5.0740  1.7541  -1.5566  0.22
H  -5.6158  2.4497  1.3737  0.24
H  -5.3815  3.6202  0.0894  0.25
H  -3.3837  4.6380  1.0465  0.25
H  0.2124  2.3549  1.3455  0.25
H  -3.5013  -1.8418  -0.3569  0.26
F  2.9199  4.7202  -0.0770  -0.28
C  2.7084  3.4131  -0.0121  0.42
C  2.2029  2.7684  -1.1274  -0.24
C  1.9805  1.3960  -1.0627  -0.28
C  2.3112  0.7712  0.1150  0.08
C  2.7740  1.3893  1.2596  -0.28
C  2.9909  2.7554  1.1806  -0.23
H  1.9784  3.3319  -2.0228  0.26
H  1.5696  0.8663  -1.9137  0.25
H  2.9615  0.8544  2.1798  0.26
H  3.3715  3.3132  2.0261  0.26

Forces on atoms 1 to 3 (eV/Å):
-0.9 -1.5 1.3
-0.4 -0.3 0.6
-0.2 0.4 -1.0



Short version: calculated total energy = -50264.6905, -96709.0340, -38157.0225, -114781.2097, -103921.9644, -172515.9043 eV, in the order given.
Short version: molar mass = 464.55, 577.28, 603.40, 724.47, 786.33, 677.80 g/mol, in the order given.
Short version: energy relative to the best compared isomer or geometry (same formula, charge and spin) = 0.1193, 0.0000, 1.8985, 0.4474, 0.0000, 2.0670 eV, in the order given.